The following is a DFT calculation (ωB97M-V with the def2-TZVPD basis set) of a 6-piece molecular cluster, C37H63BrCl2O11P overall in a non-equilibrium geometry.

Properties
LUMO ... 1.8 eV
DFT total energy ... -6110.88836 hartree
Molar mass ... 865.684 g/mol
HOMO ... -2.65 eV
Strongest force on any atom ... 4.7 eV/A

Structure (ORCA input):
```
! RIJCOSX wB97M-V def2-TZVPD def2/J DEFGRID3
* xyz -1 1
C 4.25075 0.63638 -0.01983
C 4.20865 0.94999 -1.37204
P 2.51569 1.26050 -2.31755
C 2.28999 2.87071 -1.31677
Br 1.40751 0.09189 -0.54600
C 3.44697 2.05836 -3.79335
C 3.37213 3.57255 -4.03196
C 4.47001 4.41753 -3.30439
C 4.14994 5.92029 -3.27948
C 2.85803 6.24234 -2.50912
C 3.01227 6.23158 -0.97709
C 1.63628 6.63975 -0.36247
C 1.35142 5.92194 0.98127
C -0.02573 5.20973 0.99976
C 0.05414 3.87713 1.77394
O -1.24554 3.41009 2.08164
C -1.22506 2.01940 2.37848
C 0.79940 1.40714 -3.22380
Cl -0.05208 2.95462 -3.48692
C 0.11746 0.37677 -3.69608
C -1.25160 0.52086 -4.37395
Cl 0.66960 -1.29115 -3.58535
H 4.19624 1.45383 0.72494
H 4.37798 -0.40665 0.31547
H 5.18386 0.96680 -1.88969
H 2.78835 0.00059 -2.92833
H 3.26980 3.16572 -0.91264
H 1.68816 2.65571 -0.42216
H 1.83687 3.75098 -1.79008
H 3.03210 1.56401 -4.69521
H 4.51223 1.76783 -3.81051
H 3.58296 3.75532 -5.10597
H 2.41374 4.06588 -3.84797
H 4.73658 4.02083 -2.31674
H 5.37632 4.29210 -3.92820
H 4.07168 6.37379 -4.28250
H 4.98217 6.46018 -2.79235
H 2.55382 7.27039 -2.78565
H 2.00205 5.60359 -2.76177
H 3.31856 5.25662 -0.57991
H 3.73070 6.99872 -0.64368
H 0.88024 6.28301 -1.08256
H 1.50092 7.73024 -0.32692
H 1.27681 6.70853 1.75417
H 2.16163 5.25722 1.31050
H -0.41708 5.02667 -0.01113
H -0.78953 5.81825 1.51286
H 0.60885 3.18356 1.11890
H 0.60395 4.07335 2.71351
H -0.33094 1.52785 1.96707
H -1.26509 1.80328 3.45773
H -2.11048 1.56145 1.91656
H -1.10129 1.21792 -5.20935
H -1.67326 -0.44104 -4.66925
H -1.91058 1.05013 -3.67430
O -3.02765 -1.66838 4.52049
C -2.53426 -1.79706 3.43325
O -1.82289 -0.82613 2.81925
C -1.46121 -1.25299 1.48354
C -1.53048 -2.76857 1.52426
C -2.64122 -3.01259 2.53633
H -2.17275 -0.82140 0.77591
H -0.46390 -0.89115 1.24172
H -1.71482 -3.21614 0.54994
H -0.59290 -3.17395 1.90579
H -3.62770 -3.01962 2.06793
H -2.48220 -3.92803 3.10219
O -4.23703 -0.97427 -5.66614
C -4.69845 0.12832 -5.64909
O -4.06108 1.20184 -5.11621
C -4.92321 2.34874 -5.15428
C -5.93741 2.05253 -6.24591
C -6.06621 0.53792 -6.15955
H -5.39010 2.46447 -4.17309
H -4.33277 3.23699 -5.36981
H -6.87864 2.58539 -6.11524
H -5.52653 2.33072 -7.21864
H -6.82011 0.23224 -5.43220
H -6.26933 0.08964 -7.12867
O 3.78030 2.04356 2.85333
C 4.53413 1.43947 3.55331
O 5.50741 0.61800 3.07789
C 6.16571 -0.04096 4.16605
C 5.91039 0.83686 5.38075
C 4.53862 1.42155 5.06963
H 5.73654 -1.04007 4.27759
H 7.22655 -0.13739 3.94139
H 5.95623 0.29202 6.32342
H 6.65074 1.63887 5.42030
H 3.73051 0.77585 5.41681
H 4.42198 2.42504 5.47031
O 0.40865 -5.55808 1.35478
C -0.01682 -6.31070 2.17893
O -1.31932 -6.69582 2.23794
C -1.53552 -7.51113 3.40176
C -0.16644 -8.06114 3.76420
C 0.75989 -6.93445 3.32086
H -1.95287 -6.88253 4.19345
H -2.24732 -8.29728 3.16688
H -0.07298 -8.32195 4.81766
H 0.03947 -8.95811 3.17671
H 0.89750 -6.18667 4.10371
H 1.72158 -7.30666 2.97787
O -4.65029 -10.34529 2.06822
C -5.23965 -9.31863 2.23866
O -4.69389 -8.24004 2.85717
C -5.68499 -7.20836 3.00454
C -6.73170 -7.50743 1.94525
C -6.67672 -9.02774 1.85969
H -6.09092 -7.25944 4.01769
H -5.21918 -6.23537 2.86057
H -7.71651 -7.11305 2.19100
H -6.42594 -7.07574 0.99046
H -7.33654 -9.50255 2.58776
H -6.89430 -9.38823 0.85785
*
```